1.
A 2-piece molecular cluster, C3H2INO2 overall, computed with wB97M-V/def2-TZVPD.

Positions of all 9 atoms, in Å:
O: 1.64 -1.52 1.00
N: 1.59 -0.46 0.50
C: 2.02 0.59 0.20
I: 1.62 2.54 -0.24
C: -1.81 -0.71 0.67
C: -1.30 -0.06 -0.23
O: -0.75 0.56 -1.24
H: -2.59 -0.95 1.33
H: -0.41 0.01 -1.98

Results
HOMO level in eV: -9.37
Relative energy (zero: lowest compared OMol25 entry of this formula, charge and spin) in eV: 5.727
SMILES string: [O-][N+]#CI.C#CO
Charge: 0

2.
C28H26N4O7PSe3TeTi as an isolated structure, computed with wB97M-V/def2-TZVPD.

Positions of all 71 atoms, in Å:
Ti: -0.49 -0.30 -0.67
O: 2.17 0.30 2.54
C: 1.70 -0.57 3.56
C: 0.18 -0.63 3.71
N: -0.55 -1.09 2.54
C: -0.16 -2.42 2.14
C: 0.81 -2.45 0.96
O: 1.49 -3.44 0.77
O: 0.84 -1.37 0.19
C: -1.98 -0.90 2.66
C: -2.68 -1.19 1.34
O: -3.81 -1.68 1.32
O: -2.01 -0.91 0.27
H: 2.05 -0.13 1.70
H: 2.10 -0.18 4.50
H: 2.09 -1.58 3.42
H: -0.19 0.36 3.97
H: 0.00 -1.31 4.57
H: -1.02 -2.98 1.78
H: 0.27 -2.98 2.97
H: -2.16 0.14 2.92
H: -2.44 -1.55 3.42
Se: -0.28 1.83 0.59
Se: -1.37 2.81 2.33
Te: -2.91 3.94 -1.67
Se: -1.77 1.74 -1.23
O: 1.00 0.40 -1.81
P: 1.30 1.54 -2.77
C: 1.73 3.04 -1.89
C: 0.92 4.16 -1.76
C: 1.28 5.19 -0.90
C: 2.45 5.09 -0.15
C: 3.25 3.96 -0.26
C: 2.89 2.94 -1.12
C: 0.12 1.78 -4.10
C: -0.21 3.02 -4.63
C: -1.15 3.10 -5.65
C: -1.72 1.94 -6.17
C: -1.32 0.70 -5.69
C: -0.40 0.62 -4.66
C: 2.81 1.05 -3.63
C: 3.10 -0.31 -3.73
C: 4.17 -0.74 -4.52
C: 4.94 0.19 -5.20
C: 4.64 1.54 -5.12
C: 3.57 1.97 -4.34
H: -0.05 4.22 -2.25
H: 0.62 6.04 -0.78
H: 2.71 5.88 0.55
H: 4.14 3.86 0.36
H: 3.49 2.04 -1.18
H: 0.24 3.93 -4.26
H: -1.46 4.07 -6.02
H: -2.46 2.01 -6.96
H: -1.73 -0.21 -6.11
H: -0.08 -0.34 -4.29
H: 2.49 -1.03 -3.19
H: 4.38 -1.79 -4.59
H: 5.77 -0.14 -5.81
H: 5.24 2.26 -5.66
H: 3.34 3.03 -4.27
N: -3.13 -2.28 -1.99
C: -1.95 -2.13 -2.59
O: -1.20 -1.15 -2.25
C: -1.55 -3.01 -3.64
C: -2.41 -4.06 -4.07
N: -3.14 -4.91 -4.38
C: -0.28 -2.87 -4.26
N: 0.76 -2.76 -4.76
H: -3.28 -1.78 -1.13
H: -3.65 -3.12 -2.16

Results
HOMO level (alpha / beta) in eV: -1.47 / -1.53
Multiplicity: 2
<S²>: 0.75
Charge: -2

3.
C5H6HgO4 as an isolated structure, computed with wB97M-V/def2-TZVPD.

Positions of all 16 atoms, in Å:
C: -1.21 3.68 0.19
H: -0.84 4.25 1.05
H: -1.34 4.24 -0.74
C: -1.34 2.36 0.22
H: -1.65 1.69 -0.59
H: -0.80 -0.10 2.02
C: -0.04 0.23 1.28
C: 0.28 -0.74 0.33
O: -0.55 -1.86 0.21
C: -0.96 -2.20 -1.00
O: -0.97 -1.50 -1.98
O: -1.18 -3.51 -1.00
O: 0.93 1.03 1.70
H: 1.11 -0.64 -0.38
H: -1.70 -3.74 -1.79
Hg: 1.65 2.83 0.62

Results
HOMO level (alpha / beta) in eV: -8.28 / -7.86
Relative energy (zero: lowest compared OMol25 entry of this formula, charge and spin) in eV: 0.379
Multiplicity: 3
<S²>: 2.05
Charge: 0

4.
A 8-piece molecular cluster, C7H28NO9 overall, computed with wB97M-V/def2-TZVPD.

Positions of all 45 atoms, in Å:
N: 0.02 -0.05 0.87
H: 0.34 -0.55 0.02
H: -0.93 -0.40 1.09
H: -0.10 0.97 0.72
H: 0.72 -0.21 1.63
C: 2.53 0.83 3.05
O: 2.56 1.45 4.18
O: 3.20 1.31 2.05
O: 1.79 -0.24 2.94
O: -0.84 -0.34 3.88
H: -0.76 0.14 4.71
H: 0.08 -0.33 3.53
O: -2.24 2.47 2.20
H: -1.42 2.55 1.69
H: -2.22 3.21 2.81
O: 1.75 -2.58 1.56
H: 1.71 -1.85 2.23
H: 2.56 -2.40 1.08
O: -2.52 -1.11 1.15
H: -3.37 -1.15 0.70
H: -2.39 -2.00 1.51
C: 0.27 2.97 -2.37
C: -0.74 2.96 -1.22
C: -1.84 1.92 -1.43
O: -0.03 2.61 -0.04
H: 1.02 3.75 -2.21
H: -0.15 3.31 -3.32
H: 0.81 2.03 -2.45
H: -1.15 3.96 -1.01
H: -1.44 0.97 -1.78
H: -2.57 2.22 -2.19
H: -2.45 1.81 -0.53
H: 0.87 2.96 -0.11
C: -0.49 -2.93 -1.24
C: 0.89 -2.58 -1.80
C: 1.06 -2.81 -3.29
O: 1.05 -1.16 -1.58
H: -0.80 -3.95 -1.47
H: -1.16 -2.14 -1.57
H: -0.48 -2.80 -0.16
H: 1.62 -3.16 -1.23
H: 0.65 -3.81 -3.45
H: 2.12 -2.80 -3.55
H: 0.51 -2.11 -3.91
H: 1.98 -0.93 -1.71

Results
HOMO level in eV: -2.04
Charge: -1

5.
C30H29N4O3Re as an isolated structure, computed with wB97M-V/def2-TZVPD.

Positions of all 67 atoms, in Å:
Re: -1.10 0.03 -0.04
O: -2.37 0.81 3.79
C: -2.00 0.84 2.64
N: -1.73 -0.25 1.83
C: -1.92 -1.59 2.24
C: -2.17 -2.02 3.53
C: -2.30 -3.39 3.76
C: -2.19 -4.30 2.73
C: -1.94 -3.87 1.43
C: -1.81 -2.51 1.19
N: -1.56 -1.90 -0.07
C: -1.54 -2.59 -1.27
O: -1.61 -3.78 -1.43
C: -1.50 -1.65 -2.44
C: -1.69 -2.11 -3.72
C: -1.81 -1.18 -4.75
C: -1.75 0.17 -4.45
C: -1.52 0.55 -3.14
N: -1.36 -0.34 -2.15
C: -1.82 2.14 1.92
C: -2.04 3.34 2.57
C: -1.89 4.52 1.85
C: -1.56 4.45 0.51
C: -1.36 3.22 -0.07
N: -1.47 2.08 0.62
H: -2.25 -1.32 4.34
H: -2.49 -3.73 4.77
H: -2.29 -5.36 2.92
H: -1.84 -4.58 0.62
H: -1.78 -3.17 -3.88
H: -1.97 -1.51 -5.77
H: -1.87 0.92 -5.21
H: -1.44 1.60 -2.88
H: -2.31 3.32 3.61
H: -2.04 5.48 2.34
H: -1.45 5.34 -0.09
H: -1.08 3.13 -1.11
C: 1.31 2.17 -2.72
C: 2.22 0.95 -2.74
C: 1.57 -0.28 -3.37
C: 2.81 0.59 -1.39
C: 4.19 0.37 -1.38
C: 4.86 -0.02 -0.24
C: 4.13 -0.20 0.92
C: 2.76 0.02 0.98
C: 2.09 -0.20 2.32
C: 1.42 1.06 2.87
C: 1.20 -1.45 2.29
C: 2.09 0.39 -0.21
O: 0.73 0.66 -0.17
H: 1.05 2.47 -3.73
H: 1.80 3.01 -2.23
H: 0.40 1.96 -2.16
H: 3.06 1.21 -3.38
H: 0.84 -0.73 -2.69
H: 2.32 -1.04 -3.57
H: 1.07 -0.04 -4.31
H: 4.74 0.53 -2.30
H: 5.92 -0.18 -0.25
H: 4.63 -0.49 1.84
H: 2.90 -0.42 3.02
H: 0.76 1.52 2.13
H: 2.17 1.80 3.13
H: 0.84 0.84 3.77
H: 0.48 -1.41 1.47
H: 0.66 -1.57 3.22
H: 1.82 -2.33 2.13

Results
HOMO level (alpha / beta) in eV: -10.78 / -11.05
Relative energy (zero: lowest compared OMol25 entry of this formula, charge and spin) in eV: 0.000
Multiplicity: 4
<S²>: 3.77
Charge: +1

Number 1: total energy -618.21733 a.u.. Number 2: total energy -10491.76512 a.u.. Number 3: total energy -648.30208 a.u.. Number 4: total energy -1015.45620 a.u.. Number 5: total energy -1683.46752 a.u..